# 1
C51H39AlAsClN2O2PS2 as an isolated structure. Source: OMol25; level of theory: ωB97M-V/def2-TZVPD.

Structure (XYZ):
```
100
Properties=species:S:1:pos:R:3:forces:R:3:mulliken_charge:R:1
H -2.239 -3.786 3.589 -0.01 -0.02 0.00 0.462
C 3.138 4.191 -0.167 0.01 0.00 -0.02 -0.508
H -1.804 -6.431 -0.337 0.01 -0.02 0.01 0.395
H 1.744 4.662 2.973 -0.01 -0.03 -0.02 0.331
H 1.331 -1.264 -7.481 0.01 0.00 -0.01 0.418
H -5.246 1.953 -3.082 -0.01 0.01 0.00 0.428
C 1.890 1.489 4.175 -0.02 -0.05 0.01 -0.067
C 3.814 0.700 -0.146 0.05 -0.09 -0.05 0.579
Cl -0.736 2.021 -1.418 -0.03 -0.04 -0.15 0.114
C 1.771 3.845 3.683 0.05 0.06 0.03 -0.522
C 3.159 5.406 -0.838 0.03 -0.03 0.01 -0.787
C 1.515 -3.731 -0.912 0.07 0.02 0.03 -0.352
C 1.857 2.529 3.252 -0.03 -0.10 -0.06 0.224
H -3.178 -1.781 -3.311 0.00 0.01 -0.02 0.485
H -0.098 4.212 0.856 -0.06 -0.06 0.04 0.585
C -1.603 -2.017 2.592 -0.11 -0.13 0.10 -0.774
C -2.096 -3.133 -1.216 0.01 -0.01 -0.04 0.021
C -0.216 -2.231 -4.635 -0.01 -0.02 0.01 -0.554
C 4.677 1.333 2.023 0.02 -0.01 0.00 -0.658
H 2.038 7.137 -1.420 0.00 0.00 0.00 0.407
C -0.738 -1.472 1.645 0.05 -0.05 0.02 1.044
H -6.969 0.103 1.562 -0.01 0.00 0.00 0.416
H -3.019 -0.028 -0.084 -0.06 -0.01 0.09 0.249
C -2.127 1.171 -2.096 0.11 0.26 0.06 0.748
C 0.845 5.757 -0.291 0.00 -0.03 0.01 -0.858
O -1.162 2.251 1.556 0.02 0.09 -0.11 -0.479
H 4.033 3.583 -0.124 -0.01 0.02 0.01 0.395
C 6.049 0.080 0.503 0.00 0.01 0.02 -0.770
C 5.880 0.708 1.729 -0.01 0.02 0.01 -0.792
C -4.024 0.924 3.012 -0.02 0.03 0.07 -0.668
C 0.929 -0.139 -4.316 0.02 0.00 0.01 -0.363
H 1.926 0.458 3.842 0.01 0.00 -0.01 0.409
C 1.000 -1.238 -6.452 -0.01 -0.02 -0.01 -0.605
H 4.072 5.743 -1.309 0.01 0.00 0.00 0.437
C 1.858 1.767 5.531 0.01 -0.02 0.00 -0.798
H -3.496 -4.689 -0.575 -0.01 0.00 0.01 0.492
C 1.348 -0.173 -5.637 0.00 0.00 -0.03 -0.990
C 0.209 -3.863 -1.788 -0.01 -0.02 -0.08 -0.815
C -5.905 0.261 1.666 0.02 0.00 -0.02 -0.716
C -3.188 0.657 1.939 0.00 -0.02 -0.12 -0.488
H -2.286 -1.401 3.155 0.03 -0.01 -0.05 0.548
H -3.608 1.269 3.948 0.02 0.00 0.00 0.528
As 1.902 2.074 1.382 -0.09 -0.12 -0.14 1.314
H 6.987 -0.405 0.269 0.01 -0.01 -0.01 0.406
C -4.361 1.359 -2.899 0.07 0.04 0.03 -0.716
H 2.650 -1.809 -1.112 0.00 -0.02 0.01 0.609
H 1.884 0.957 6.248 0.00 0.00 0.01 0.429
N -0.708 -0.140 1.192 0.10 0.21 0.00 0.618
P -0.512 -1.059 -2.112 0.15 0.06 0.06 1.488
C -2.074 -0.182 -2.406 -0.04 0.02 -0.13 -0.354
C 1.777 3.083 5.966 -0.01 0.00 0.02 -0.583
H -2.874 -2.384 -1.144 0.01 0.01 0.02 0.302
H 4.540 1.828 2.977 -0.02 -0.01 -0.01 0.494
N 1.166 -1.678 0.253 0.09 0.07 -0.01 0.686
C 1.965 3.759 0.440 -0.07 0.07 0.07 0.242
C 0.839 -4.586 0.185 0.04 -0.04 0.09 -0.337
H 1.457 -5.335 0.679 0.00 0.02 0.02 0.624
Al 0.722 0.251 -0.084 -0.18 -0.19 0.31 0.215
C -0.104 -5.129 -0.941 0.02 -0.06 -0.04 -0.043
H 0.386 -5.992 -1.395 -0.01 0.01 -0.01 0.640
C 0.212 -2.267 -5.952 0.01 0.02 0.00 -0.876
C 1.881 -2.350 -0.567 -0.01 0.05 0.00 -0.830
S 2.540 0.732 -1.390 -0.05 0.09 -0.11 -0.372
C -1.532 -5.433 -0.656 -0.05 -0.01 -0.03 -1.272
C 0.109 -3.710 1.164 -0.05 -0.06 0.05 -0.279
H 1.746 3.302 7.025 0.00 0.00 0.00 0.396
H -0.047 6.369 -0.333 0.00 0.00 0.00 0.454
H 2.330 -4.254 -1.407 -0.02 -0.01 0.00 0.556
C -4.333 0.016 -3.254 0.00 0.04 0.00 -1.035
S -1.456 0.967 2.135 -0.05 0.10 0.03 1.620
H 1.201 0.705 -3.700 0.03 0.04 0.09 0.377
C 3.650 1.332 1.089 -0.02 0.09 0.03 -0.415
C 0.173 -2.326 1.028 0.07 -0.09 0.02 -0.076
H 6.684 0.718 2.453 0.01 0.00 0.00 0.427
C -3.692 0.192 0.733 0.04 -0.04 0.03 0.648
H -5.458 -0.375 -0.336 0.00 -0.01 -0.01 0.498
O -1.151 0.758 3.520 0.04 -0.02 0.02 -0.743
H 0.438 -4.039 -2.839 -0.01 0.01 0.03 0.756
C 1.730 4.117 5.044 0.00 0.03 -0.03 -0.708
C -1.574 -3.380 2.839 0.05 -0.03 -0.04 -1.107
C 5.023 0.071 -0.430 0.03 -0.02 -0.03 -0.759
C -0.883 -2.795 -1.678 -0.09 0.04 0.07 -0.753
C 0.814 4.541 0.378 0.08 0.07 -0.05 -0.070
C 0.157 -1.176 -3.800 -0.08 -0.04 -0.07 1.250
H 5.162 -0.411 -1.390 -0.01 0.00 -0.01 0.519
C -0.753 -4.234 2.111 0.00 0.11 0.00 -0.663
C -3.199 -0.739 -3.017 0.02 -0.03 0.01 -0.050
H -0.858 -3.020 -4.262 0.00 0.01 -0.01 0.406
H -3.243 2.998 -2.053 0.00 0.03 0.01 0.575
C -2.455 -4.486 -0.787 0.02 -0.01 -0.01 -0.669
C 2.016 6.188 -0.899 -0.04 0.02 -0.01 -0.615
C -5.389 0.726 2.868 -0.02 0.00 0.00 -0.749
C -5.057 -0.007 0.599 -0.04 0.01 0.02 -0.755
H -5.194 -0.438 -3.724 -0.01 -0.01 -0.01 0.466
H 1.947 0.637 -6.029 0.01 0.01 0.00 0.475
C -3.248 1.952 -2.323 -0.07 -0.15 -0.06 -0.606
H -0.076 -3.092 -6.589 -0.01 -0.01 -0.01 0.453
H -6.051 0.929 3.698 0.00 0.00 0.01 0.444
H -0.813 -5.305 2.254 0.00 -0.03 0.01 0.478
H 1.664 5.144 5.381 0.00 0.01 0.01 0.419
```
Positions in Å, forces in eV/Å.

The molar mass is 944.4 g/mol. The HOMO-LUMO gap is 7.3 eV. The value obtained for the HOMO energy is -10.34 eV. As for the charge: +1. The total energy comes out at -171510.079 eV. Its relative energy (zero: lowest compared OMol25 entry of this formula, charge and spin) is 35.4 kcal per mole.

# 2
A single C19H25ClN2O3 molecule at a distorted geometry. Source: OMol25; level of theory: ωB97M-V/def2-TZVPD.

Structure (XYZ):
```
50
Properties=species:S:1:pos:R:3:forces:R:3:mulliken_charge:R:1
C -6.652 -0.668 -1.112 5.70 -2.19 -1.67 -2.114
H 2.270 -2.014 -1.488 -7.38 -4.62 1.14 0.996
H 0.334 0.044 2.147 1.75 2.67 -0.92 0.387
H 5.173 -1.703 -1.143 7.59 4.52 -1.46 0.729
C -2.424 2.930 -0.689 -0.30 15.15 2.49 -1.716
H -2.520 3.109 -1.620 -0.25 0.19 -6.90 0.525
Cl -3.037 -2.826 1.613 2.79 -4.87 3.51 -0.249
C -2.493 1.860 -0.061 5.10 -13.58 9.53 0.982
H -6.815 -1.419 -1.867 0.79 -1.10 -0.30 0.444
C -2.857 -0.521 0.531 1.54 5.13 1.73 -0.302
H 0.833 -0.648 -0.094 -0.10 0.06 -0.58 0.307
C 1.673 0.394 -1.548 -2.23 -2.51 -2.37 -1.295
H 2.458 1.968 0.187 1.39 -0.75 3.24 0.274
C -3.335 0.712 -0.078 2.74 -1.18 0.72 0.899
H 1.522 1.426 -1.517 -0.43 1.84 2.04 0.443
C -0.049 1.635 1.242 -6.66 12.99 -6.23 0.575
H 4.366 -3.298 -1.375 0.89 2.36 -0.55 0.267
C -3.666 -1.608 0.856 -0.53 3.02 -2.41 0.516
H 2.394 0.679 3.049 -0.94 -0.01 -1.23 0.460
H -1.613 3.632 -0.212 -0.89 -1.48 -1.42 0.247
C 2.897 1.244 1.153 7.92 2.11 -14.13 -0.629
H 1.971 2.373 2.767 0.77 -2.32 -2.09 0.253
O 0.226 2.877 0.989 -0.26 -0.93 -0.48 -0.813
C -5.205 -0.525 -0.553 -2.75 -1.38 1.77 1.085
H -4.940 1.380 -1.190 -3.63 6.36 -4.42 0.893
C 2.975 -0.178 -1.188 0.40 3.32 0.65 0.176
H -3.323 3.642 -0.333 0.98 -1.17 -0.54 0.359
H 1.624 0.434 -2.616 -0.53 -1.26 -1.29 0.641
H 5.039 -2.935 1.174 -1.82 0.29 -1.76 0.346
C 4.172 -0.875 0.990 -12.35 -5.49 2.07 -1.566
C -1.444 1.428 0.820 -1.18 -5.74 -0.12 0.065
H -5.440 -2.478 0.147 -4.27 -6.48 -0.70 0.655
H 3.350 -1.532 -2.631 -0.79 -0.18 0.86 0.183
H -7.432 -0.808 -0.553 -3.86 -0.64 4.36 0.527
H 3.851 -0.922 2.114 0.82 0.78 -2.09 0.201
O -1.636 -0.098 1.190 -2.17 1.21 -1.55 -0.520
C -4.477 0.745 -0.697 -2.31 -10.71 2.98 -1.593
H -6.859 0.096 -1.675 -1.16 4.99 -2.94 0.571
H 5.008 -0.552 0.806 9.01 3.95 -1.72 0.912
C 4.153 -2.521 0.509 -0.02 4.85 3.17 -0.502
N 2.988 0.022 0.164 1.19 -4.51 13.01 0.645
C 2.013 1.252 2.131 3.50 4.33 11.67 -1.300
C -4.930 -1.719 0.352 4.71 11.47 -2.98 -1.344
C 4.381 -2.164 -1.028 -9.30 -11.45 3.75 -1.112
N 0.794 1.047 1.833 -4.38 -14.67 4.72 0.317
C 3.102 -1.607 -1.510 9.09 5.40 -5.04 -1.034
H 4.127 1.468 1.243 -3.71 0.17 0.74 0.268
O 0.575 -0.529 -1.033 1.75 2.15 -0.42 -0.606
H 3.068 -2.770 0.992 2.66 -0.24 -1.99 0.260
H 3.807 0.519 -1.185 1.12 0.17 -3.85 0.285
```
Positions in Å, forces in eV/Å.

The molar mass is 364.9 g/mol. The HOMO-LUMO gap is 7.8 eV. The value obtained for the HOMO energy is -7.80 eV. As for the charge: 0. The total energy comes out at -41733.633 eV. Its relative energy (zero: lowest compared OMol25 entry of this formula, charge and spin) is 507.5 kcal per mole.

# 3
A single C19H26BrN3O3S molecule at a distorted geometry. Source: OMol25; level of theory: ωB97M-V/def2-TZVPD.

Structure (XYZ):
```
53
Properties=species:S:1:pos:R:3:forces:R:3:mulliken_charge:R:1
C 4.273 -0.724 -0.532 0.02 0.21 -0.25 -0.014
C 3.675 -2.876 0.446 -0.05 -0.25 -0.27 -0.801
C -2.279 -0.682 -0.191 -0.29 -0.06 0.06 -0.728
C 5.783 -0.533 -0.253 -0.05 -0.09 -0.05 -0.772
C -3.640 1.233 0.386 0.14 -0.16 -0.07 -0.652
H 4.091 0.035 2.005 0.04 0.00 0.09 0.127
C 2.923 2.976 -1.159 0.05 -0.01 -0.19 -0.524
H 4.085 -1.264 -1.458 -0.08 0.03 -0.02 0.640
H -0.912 4.145 -1.049 -0.02 0.05 0.11 0.248
C 3.438 3.084 0.235 0.02 0.05 0.08 -0.255
H 6.094 0.480 -0.501 0.03 0.01 -0.06 0.363
C 2.475 -3.304 -0.404 0.00 0.11 0.36 -0.454
H 3.153 3.761 -1.863 0.00 0.08 0.02 0.349
C -2.379 3.502 0.438 0.05 0.01 0.14 -0.887
H 4.600 -3.268 -0.008 0.02 -0.02 0.09 0.311
N -0.282 2.448 0.012 0.20 -0.01 -0.04 0.342
H 3.771 0.241 -0.603 0.03 0.02 -0.10 -0.739
C -3.495 -0.135 0.168 0.00 -0.05 0.00 -0.396
O -0.276 -1.724 -1.871 -0.02 -0.28 0.21 -0.786
C 1.143 -2.912 0.240 0.03 -0.56 -0.36 -1.013
H 6.381 -1.222 -0.851 0.05 0.05 -0.02 0.275
H 1.758 -0.997 0.667 0.04 0.21 -0.03 0.437
Br -5.016 -1.254 0.312 0.00 -0.02 -0.01 -0.218
H 1.599 4.326 0.010 0.03 0.00 -0.04 0.475
H 6.467 -1.766 1.407 0.05 0.02 0.02 0.289
H -2.524 3.798 1.479 0.01 0.05 -0.02 0.325
C 5.937 -0.827 1.246 -0.09 -0.05 0.10 -0.557
C -2.515 2.016 0.292 0.29 -0.22 -0.09 0.693
H 2.503 -4.388 -0.534 0.01 -0.03 -0.07 0.424
H 3.692 2.173 0.755 -0.06 -0.11 0.02 -0.137
C 1.977 3.315 -0.027 0.12 0.01 0.14 -0.327
N 0.937 -1.483 0.310 -0.43 0.65 -0.71 -0.017
C -0.933 3.755 -0.026 0.06 0.54 -0.20 -0.641
C -1.145 0.113 -0.285 0.42 -0.07 -0.33 -0.250
H 6.474 -0.040 1.773 0.07 -0.02 0.05 0.410
H -0.421 4.459 0.631 -0.03 -0.04 -0.11 0.411
C -1.257 1.459 0.015 -0.42 -0.23 0.11 0.084
H -3.103 4.042 -0.171 0.04 0.03 0.02 0.416
H 4.044 3.937 0.502 -0.04 0.10 -0.04 0.316
C 1.037 2.219 0.335 -0.10 0.37 0.29 0.392
H -2.186 -1.726 -0.444 -0.14 -0.11 0.01 0.580
H 2.523 -2.840 -1.390 0.05 -0.08 -0.10 0.222
H -4.606 1.658 0.609 -0.09 0.02 0.02 0.492
H 2.803 1.998 -1.601 0.01 -0.09 0.05 0.040
H 1.084 -3.308 1.259 -0.04 0.00 -0.06 0.434
H 0.320 -3.318 -0.352 0.09 -0.19 0.21 0.454
H 3.573 -3.325 1.439 0.06 -0.01 -0.02 0.415
C 4.483 -0.952 1.737 0.22 0.13 0.20 -0.940
H 4.377 -1.609 2.599 -0.07 0.03 0.01 0.528
N 3.707 -1.432 0.608 -0.09 -0.05 0.24 0.340
O 1.153 0.243 -1.614 -0.07 -0.09 0.23 -0.635
O 1.389 1.178 0.849 0.20 0.02 0.09 -0.614
S 0.284 -0.726 -1.001 -0.26 0.08 0.33 1.527
```
Positions in Å, forces in eV/Å.

The molar mass is 456.4 g/mol. The HOMO-LUMO gap is 8.9 eV. The value obtained for the HOMO energy is -8.27 eV. As for the charge: 0. The total energy comes out at -111614.791 eV. Its relative energy (zero: lowest compared OMol25 entry of this formula, charge and spin) is 2.6 kcal per mole.

| no. | LUMO level (eV) |
| --- | --- |
| 1 | -3.0 |
| 2 | 0.0 |
| 3 | 0.7 |